# 1
# C27H38BFeN9OSSi

A molecular structure, C27H38BFeN9OSSi (ωB97M-V/def2-TZVPD, the Open Molecules 2025 dataset).

Values from the calculation:
LUMO energy (spin up / spin down)   2.739 / 2.736 eV
Gap between HOMO and LUMO (spin up / spin down)   4.9 / 7.3 eV
Total charge   -1
Multiplicity   6
Energy relative to the best compared isomer or geometry (same formula, charge and spin)   0.0000 eV

Each line ends with the Mulliken spin population.
Geometry (Å):
Fe1 -0.0448 -0.0571 -0.3381  3.729
C1 3.4044 -1.3760 0.9679  0.007
C2 2.5418 -0.5227 1.8396  0.004
C3 2.5741 -0.4428 3.2433  -0.002
C4 1.6182 0.4973 3.5590  0.005
N1 1.0864 0.9521 2.4123  -0.039
N2 1.6336 0.3102 1.3493  0.070
B1 -0.0727 1.9754 2.2356  -0.043
N3 0.0980 2.7524 0.9043  -0.035
C5 0.0445 4.0866 0.7301  0.008
C6 0.2121 4.3485 -0.6108  -0.003
C7 0.3682 3.0845 -1.2071  -0.012
C8 0.5218 2.7474 -2.6539  0.003
N4 0.2911 2.1372 -0.2892  0.103
N5 -1.3956 1.1690 2.2686  -0.003
C9 -2.4917 1.2650 3.0400  0.003
C10 -3.3292 0.2186 2.7196  0.000
C11 -2.6512 -0.4911 1.7154  -0.061
C12 -3.1643 -1.6424 0.9119  0.061
N6 -1.4820 0.0777 1.4616  0.041
N7 0.0271 3.0184 3.3687  0.002
C13 1.1718 3.5198 3.8831  0.000
C14 0.8544 4.6158 4.6476  0.000
C15 -0.5444 4.7320 4.5277  0.000
C16 -1.4480 5.7682 5.1199  0.000
N8 -1.0319 3.7800 3.7496  0.000
H1 4.4006 -1.4589 1.4054  0.001
H2 2.9915 -2.3825 0.8691  0.000
H3 3.4781 -0.9564 -0.0330  -0.002
H4 3.2021 -0.9998 3.9189  0.000
H5 1.2796 0.8691 4.5122  0.000
H6 -0.1173 4.7499 1.5636  0.000
H7 0.2293 5.3106 -1.0951  0.000
H8 0.3633 3.6362 -3.2650  -0.002
H9 1.5136 2.3439 -2.8674  0.004
H10 -0.2088 1.9798 -2.9218  0.004
H11 -2.6003 2.0814 3.7305  0.002
H12 -4.2963 -0.0051 3.1384  0.000
H13 -4.1833 -1.8779 1.2205  0.002
H14 -3.1696 -1.3766 -0.1486  -0.030
H15 -2.5572 -2.5400 1.0278  -0.003
H16 2.1251 3.0714 3.6600  0.000
H17 1.5281 5.2388 5.2123  0.000
H18 -1.0097 6.2005 6.0196  0.000
H19 -1.6311 6.5799 4.4129  0.000
H20 -2.4126 5.3311 5.3759  0.000
C17 0.7437 -2.5721 -5.1982  0.002
Si1 1.5668 -3.5445 -3.8402  -0.004
C18 3.3977 -3.1938 -3.7957  0.003
C19 1.4142 -5.3587 -4.3372  0.000
C20 0.7436 -3.3927 -2.1613  0.015
C21 0.1238 -4.4709 -1.5748  0.013
C22 -0.3230 -4.4172 -0.2447  0.002
C23 -0.1117 -3.2524 0.4469  0.023
N9 0.4340 -2.1533 -0.0842  0.019
C24 0.8451 -2.2002 -1.3774  -0.029
S1 1.5548 -0.7634 -2.0499  0.083
H21 1.2648 -2.7452 -6.1447  0.000
H22 0.7549 -1.5032 -4.9818  0.001
H23 -0.2962 -2.8864 -5.3184  0.000
H24 3.8597 -3.6107 -4.6955  0.000
H25 3.8618 -3.6632 -2.9241  0.000
H26 3.6044 -2.1258 -3.7460  -0.001
H27 2.0261 -5.5360 -5.2262  0.000
H28 0.3851 -5.6344 -4.5849  0.000
H29 1.7646 -6.0355 -3.5534  0.000
H30 -0.0083 -5.3909 -2.1353  0.001
H31 -0.7922 -5.2642 0.2359  0.000
H32 -0.3766 -3.1693 1.4977  0.001
C25 -2.0628 -1.4747 -2.8387  0.022
O1 -2.7108 -0.3453 -2.3252  0.060
C26 -1.8786 0.4649 -1.5099  0.912
C27 -2.7660 1.5930 -1.0631  -0.017
H33 -1.1287 -1.2086 -3.3430  -0.004
H34 -2.7388 -1.9596 -3.5485  0.002
H35 -1.8244 -2.1920 -2.0422  0.021
H36 -3.4910 1.8456 -1.8478  0.025
H37 -2.1983 2.4958 -0.8206  0.004
H38 -3.3548 1.3453 -0.1603  0.031

---

# 2
# C27H38BrClN3NiO6

A molecular structure, C27H38BrClN3NiO6 (ωB97M-V/def2-TZVPD, the Open Molecules 2025 dataset).

Values from the calculation:
LUMO energy (spin up / spin down)   2.578 / 2.577 eV
Gap between HOMO and LUMO (spin up / spin down)   5.0 / 5.0 eV
Total charge   -1
Multiplicity   3

Each line ends with the Mulliken spin population.
Geometry (Å):
O1 0.4075 -0.6928 -1.6273  0.062
C1 -0.4066 -0.5343 -2.7540  0.000
C2 -0.1556 0.7902 -3.4366  0.005
C3 0.5076 1.8222 -2.7815  -0.005
H1 0.8760 1.6383 -1.7834  -0.001
C4 0.7039 3.0493 -3.3985  0.000
H2 1.2113 3.8459 -2.8675  0.000
C5 0.2502 3.2596 -4.6938  0.000
H3 0.4010 4.2161 -5.1782  0.000
C6 -0.3939 2.2286 -5.3661  0.001
H4 -0.7434 2.3785 -6.3797  0.000
C7 -0.5950 1.0074 -4.7391  0.000
H5 -1.1018 0.2067 -5.2639  0.000
H6 -0.1899 -1.3189 -3.4875  -0.001
C8 -2.1785 -2.1643 -2.0489  0.010
C9 -1.8497 -0.7298 -2.3078  -0.009
H7 -3.2339 -2.3952 -2.1670  -0.001
H8 -1.8669 -2.4494 -1.0456  -0.002
H9 -1.6206 -2.8067 -2.7347  0.001
C10 -2.6815 0.3004 -2.1391  0.001
C11 -4.0953 0.2660 -1.6661  0.006
H10 -2.3131 1.2897 -2.3885  0.000
H11 -4.8020 0.6529 -2.3950  0.002
H12 -4.2143 0.8521 -0.7514  0.001
H13 -4.4017 -0.7527 -1.4141  -0.003
Ni1 -0.0572 -0.7913 0.1866  1.697
Cl1 -2.3548 -0.5925 -0.0389  0.077
C12 -1.1381 -0.5535 2.8946  -0.009
O2 -0.2711 -1.1571 2.2419  0.043
N1 -1.2881 -0.6841 4.2154  0.000
C13 -0.7581 -1.8291 4.9269  0.002
C14 -1.9738 0.3273 4.9899  0.000
H14 -1.8358 0.1294 2.4126  0.003
H15 -0.1952 -2.4412 4.2328  -0.001
H16 -1.5692 -2.4181 5.3560  0.000
H17 -0.1028 -1.5008 5.7337  0.000
H18 -2.1701 1.1953 4.3686  0.000
H19 -1.3650 0.6377 5.8397  0.000
H20 -2.9231 -0.0550 5.3666  0.000
H21 4.7567 1.0876 -1.8528  0.000
H22 4.6413 1.4287 0.8487  0.000
C15 3.6827 0.9759 -1.7117  0.001
C16 3.5878 1.1697 0.7446  -0.001
N2 3.4069 0.3466 -0.4383  0.008
H23 3.2832 0.3728 -2.5224  0.000
C17 2.8021 -0.8313 -0.3749  0.030
O3 2.0024 -1.1891 0.5074  0.002
H24 3.2376 0.6331 1.6171  0.000
H25 3.0880 -1.5185 -1.1823  0.001
H26 3.2165 1.9609 -1.7417  0.000
H27 2.9980 2.0767 0.6404  0.000
H28 -0.1526 -6.1759 0.7280  0.000
H29 2.0438 -6.3410 -0.8928  0.000
C18 -0.5205 -5.6402 -0.1477  0.001
C19 1.5312 -5.6225 -1.5318  0.000
N3 0.5485 -4.8859 -0.7664  -0.002
H30 -1.3158 -4.9675 0.1549  0.000
C20 0.5722 -3.5544 -0.7005  -0.002
O4 -0.1939 -2.8883 0.0164  0.030
H31 2.2517 -4.9254 -1.9421  0.000
H32 1.3052 -3.0687 -1.3426  0.002
H33 -0.9358 -6.3573 -0.8542  0.000
H34 1.0474 -6.1649 -2.3455  0.000
Br1 -1.4740 3.5296 0.0956  0.001
C21 -0.4589 3.8023 1.7003  0.001
C22 -0.6511 5.0069 2.3963  0.000
C23 0.0269 5.2617 3.5923  -0.001
C24 0.9041 4.3195 4.1062  0.000
C25 1.1015 3.1196 3.4311  0.001
C26 0.4248 2.8305 2.2195  0.010
C27 0.6368 1.4734 1.6378  -0.019
O5 1.2492 0.6337 2.4322  0.000
O6 0.1036 1.0218 0.4954  0.055
H35 -1.3412 5.7495 2.0195  0.000
H36 -0.1357 6.1880 4.1308  0.000
H37 1.4314 4.5061 5.0371  0.000
H38 1.7840 2.4098 3.8866  0.000

---

no.,F_max (eV/A),electronic energy (eV)
1,1.48,-97855.6238
2,7.99,-168978.4735